[1]
{"formula": "C26H44BrN3P2PdS", "method": "ωB97M-V with the def2-TZVPD basis set", "charge": 4, "multiplicity": 5, "de_lowest_kj_mol": 137.97, "s2": 6.081, "e_tot_ha": -4962.50865, "elements": ["N", "C", "C", "C", "C", "C", "C", "Pd", "P", "C", "C", "C", "C", "C", "C", "C", "Br", "H", "H", "H", "H", "H", "H", "H", "H", "H", "H", "P", "C", "C", "H", "H", "H", "H", "H", "C", "C", "H", "H", "H", "H", "H", "C", "C", "H", "H", "H", "H", "H", "C", "C", "H", "H", "H", "H", "H", "C", "C", "H", "H", "H", "H", "H", "C", "C", "H", "H", "H", "H", "H", "N", "C", "N", "S", "H", "H", "H", "H"], "coordinates": [[5.11, -3.17, 2.77], [3.99, -3.79, 3.15], [2.99, -4.16, 2.26], [3.18, -3.82, 0.90], [4.38, -3.21, 0.50], [5.31, -2.88, 1.49], [2.10, -3.87, -0.06], [-0.69, 0.32, -0.20], [-2.75, 1.41, -0.63], [2.23, -3.57, -1.38], [1.08, -3.02, -2.06], [1.18, -1.93, -2.96], [0.10, -1.07, -3.12], [-1.08, -1.32, -2.36], [-1.28, -2.58, -1.74], [-0.19, -3.41, -1.60], [-2.76, -0.63, -3.23], [1.09, -4.09, 0.37], [3.19, -3.67, -1.90], [2.11, -4.72, 2.59], [4.55, -2.93, -0.54], [3.87, -4.02, 4.21], [6.25, -2.37, 1.21], [2.17, -1.74, -3.42], [-0.28, -4.34, -1.03], [0.15, -0.21, -3.77], [-2.26, -2.88, -1.37], [1.19, 1.55, 0.30], [-3.90, 0.00, -0.38], [-5.29, 0.16, -0.98], [-3.94, -0.11, 0.72], [-3.38, -0.90, -0.77], [-5.90, -0.69, -0.65], [-5.78, 1.08, -0.64], [-5.27, 0.18, -2.08], [-2.45, 2.28, -2.22], [-3.70, 2.92, -2.82], [-2.03, 1.51, -2.91], [-1.64, 3.01, -2.04], [-3.55, 3.01, -3.90], [-4.61, 2.33, -2.64], [-3.86, 3.93, -2.42], [-3.38, 2.76, 0.40], [-4.91, 2.97, 0.37], [-2.88, 3.67, 0.01], [-3.02, 2.58, 1.42], [-5.17, 3.86, 0.96], [-5.28, 3.14, -0.65], [-5.45, 2.12, 0.80], [1.33, 2.57, 1.83], [0.27, 3.65, 2.05], [2.33, 3.03, 1.76], [1.34, 1.88, 2.68], [0.66, 4.38, 2.77], [0.03, 4.21, 1.13], [-0.66, 3.24, 2.47], [1.49, 2.85, -0.95], [1.85, 2.30, -2.34], [2.31, 3.47, -0.55], [0.58, 3.47, -0.97], [1.84, 3.13, -3.07], [2.85, 1.86, -2.33], [1.13, 1.53, -2.67], [2.71, 0.49, 0.29], [3.28, 0.17, 1.67], [3.45, 1.04, -0.32], [2.45, -0.43, -0.26], [4.29, -0.25, 1.55], [3.37, 1.06, 2.30], [2.67, -0.57, 2.20], [-0.41, -2.47, 2.25], [-0.05, -1.23, 2.64], [1.04, -1.12, 3.43], [-1.00, 0.13, 2.25], [0.05, -3.30, 2.60], [-1.28, -2.60, 1.75], [1.16, -0.23, 3.93], [1.41, -1.94, 3.89]]}

[2]
{"formula": "C19H21IrN4O2", "method": "ωB97M-V with the def2-TZVPD basis set", "charge": 3, "multiplicity": 2, "de_lowest_kj_mol": 1.99, "s2": 0.755, "e_tot_ha": -1209.45536, "elements": ["Ir", "C", "C", "C", "C", "N", "C", "C", "C", "C", "C", "C", "N", "H", "H", "H", "H", "H", "H", "H", "H", "N", "C", "C", "C", "O", "O", "H", "H", "H", "H", "H", "H", "C", "C", "C", "C", "N", "C", "C", "H", "H", "H", "H", "H", "H", "H"], "coordinates": [[-0.33, -0.14, -0.33], [-0.02, 0.71, 3.88], [-1.05, -0.06, 4.40], [-1.81, -0.84, 3.55], [-1.53, -0.85, 2.20], [-0.50, -0.11, 1.71], [0.22, 0.67, 2.52], [-2.31, -1.59, 1.18], [-3.33, -2.45, 1.49], [-4.04, -3.09, 0.47], [-3.69, -2.84, -0.85], [-2.65, -1.97, -1.10], [-1.96, -1.35, -0.12], [0.58, 1.36, 4.51], [-1.26, -0.04, 5.46], [-2.63, -1.43, 3.94], [0.99, 1.27, 2.07], [-3.60, -2.65, 2.52], [-4.84, -3.77, 0.71], [-4.21, -3.30, -1.67], [-2.37, -1.76, -2.12], [-0.19, -0.14, -2.46], [-0.70, 1.08, -3.17], [-2.04, 1.54, -2.62], [-1.95, 2.19, -1.28], [-2.44, 3.16, -0.86], [-1.10, 1.53, -0.27], [0.77, -0.29, -2.75], [-0.69, -0.94, -2.84], [-0.77, 0.86, -4.23], [0.05, 1.87, -3.07], [-2.76, 0.71, -2.57], [-2.48, 2.28, -3.29], [5.88, 1.03, -0.40], [4.41, 0.81, -0.39], [3.53, 1.71, -1.00], [2.17, 1.48, -0.96], [1.65, 0.40, -0.34], [2.48, -0.46, 0.28], [3.85, -0.30, 0.26], [6.19, 1.70, -1.20], [6.43, 0.09, -0.49], [6.18, 1.49, 0.55], [3.90, 2.59, -1.50], [1.47, 2.18, -1.40], [2.03, -1.30, 0.80], [4.47, -1.03, 0.76]]}

[3]
{"formula": "C29H56BN2O22S", "method": "ωB97M-V with the def2-TZVPD basis set", "charge": 1, "de_lowest_kj_mol": 0.00, "e_tot_ha": -3326.09486, "elements": ["C", "C", "C", "O", "C", "N", "N", "C", "C", "C", "O", "C", "S", "C", "C", "B", "O", "O", "C", "H", "H", "H", "H", "H", "H", "H", "H", "H", "H", "H", "H", "H", "H", "H", "H", "H", "H", "H", "H", "C", "O", "C", "O", "O", "C", "H", "H", "H", "H", "H", "H", "C", "O", "C", "O", "O", "C", "H", "H", "H", "H", "H", "H", "C", "O", "C", "O", "O", "C", "H", "H", "H", "H", "H", "H", "C", "O", "C", "O", "O", "C", "H", "H", "H", "H", "H", "H", "C", "O", "C", "O", "O", "C", "H", "H", "H", "H", "H", "H", "C", "O", "C", "O", "O", "C", "H", "H", "H", "H", "H", "H"], "coordinates": [[-1.00, -1.32, 2.03], [-2.05, -0.82, 0.90], [-1.22, -0.03, -0.22], [-1.87, -0.08, -1.55], [-0.84, -0.30, -2.53], [-0.65, -1.63, -2.86], [0.32, -1.90, -3.73], [0.52, -3.36, -4.08], [1.56, -4.10, -3.09], [0.87, -5.52, -2.69], [2.78, -4.43, -3.79], [1.10, -0.85, -4.26], [2.48, -1.38, -5.42], [1.00, 0.66, -4.03], [-0.15, 1.00, -3.01], [-0.51, 2.52, -2.56], [-1.38, 3.27, -3.45], [-0.09, 3.17, -1.36], [-1.21, 3.68, -0.59], [0.05, -0.96, 1.76], [-1.24, -0.88, 3.05], [-0.94, -2.46, 2.07], [-2.61, -1.73, 0.48], [-2.80, -0.14, 1.44], [-1.09, 1.05, 0.15], [-0.17, -0.50, -0.35], [0.72, -3.53, -5.18], [-0.50, -3.85, -3.87], [1.74, -3.46, -2.15], [0.10, -5.41, -1.86], [1.64, -6.34, -2.52], [0.28, -5.84, -3.63], [2.46, -4.83, -4.64], [3.62, -1.63, -4.65], [1.66, 1.46, -4.50], [-2.00, 2.57, -3.80], [-1.22, 3.15, 0.44], [-1.14, 4.81, -0.41], [-2.24, 3.48, -1.04], [0.72, -8.70, 2.52], [1.14, -7.97, 1.37], [2.23, -7.21, 1.57], [2.84, -7.10, 2.60], [2.51, -6.58, 0.41], [3.65, -5.72, 0.48], [-0.16, -9.28, 2.25], [1.50, -9.39, 2.84], [0.45, -8.02, 3.33], [4.55, -6.30, 0.72], [3.50, -4.93, 1.20], [3.79, -5.27, -0.51], [5.91, -3.78, -3.40], [6.75, -2.69, -3.80], [7.15, -1.91, -2.78], [6.87, -2.06, -1.62], [7.92, -0.93, -3.29], [8.42, -0.02, -2.32], [5.65, -4.34, -4.29], [6.45, -4.45, -2.72], [5.00, -3.42, -2.93], [9.06, -0.53, -1.60], [7.60, 0.50, -1.81], [9.03, 0.72, -2.84], [1.11, 6.55, -0.02], [0.91, 6.87, 1.36], [1.24, 8.13, 1.69], [1.67, 8.97, 0.94], [1.01, 8.29, 3.00], [1.31, 9.59, 3.49], [0.82, 5.52, -0.17], [0.49, 7.19, -0.65], [2.16, 6.66, -0.29], [0.70, 10.35, 3.00], [2.37, 9.82, 3.36], [1.09, 9.61, 4.56], [-4.03, -0.49, 7.44], [-3.58, 0.24, 6.30], [-2.49, 0.98, 6.52], [-1.89, 1.08, 7.56], [-2.17, 1.61, 5.37], [-1.02, 2.45, 5.45], [-4.91, -1.06, 7.15], [-3.27, -1.19, 7.78], [-4.31, 0.19, 8.25], [-0.14, 1.86, 5.71], [-1.18, 3.25, 6.18], [-0.86, 2.90, 4.47], [-8.57, -5.41, 6.19], [-8.12, -4.68, 5.04], [-7.03, -3.93, 5.26], [-6.43, -3.83, 6.30], [-6.72, -3.31, 4.11], [-5.57, -2.47, 4.19], [-9.46, -5.97, 5.90], [-7.81, -6.11, 6.52], [-8.85, -4.72, 6.99], [-4.68, -3.06, 4.45], [-5.73, -1.67, 4.92], [-5.41, -2.02, 3.21], [0.13, 7.97, -7.85], [-1.00, 7.41, -7.20], [-0.76, 6.97, -5.95], [0.30, 7.02, -5.38], [-1.90, 6.47, -5.46], [-1.79, 5.97, -4.13], [-0.18, 8.29, -8.85], [0.50, 8.85, -7.31], [0.92, 7.23, -7.96], [-1.50, 6.76, -3.44], [-1.08, 5.15, -4.09], [-2.77, 5.59, -3.83]]}

[4]
{"formula": "C25H74NO11S10", "method": "ωB97M-V with the def2-TZVPD basis set", "charge": 1, "de_lowest_kj_mol": 337.13, "e_tot_ha": -5860.04367, "elements": ["C", "N", "C", "C", "C", "C", "O", "H", "H", "H", "H", "H", "H", "H", "H", "H", "H", "H", "H", "H", "H", "C", "S", "O", "C", "H", "H", "H", "H", "H", "H", "C", "S", "O", "C", "H", "H", "H", "H", "H", "H", "C", "S", "O", "C", "H", "H", "H", "H", "H", "H", "C", "S", "O", "C", "H", "H", "H", "H", "H", "H", "C", "S", "O", "C", "H", "H", "H", "H", "H", "H", "C", "S", "O", "C", "H", "H", "H", "H", "H", "H", "C", "S", "O", "C", "H", "H", "H", "H", "H", "H", "C", "S", "O", "C", "H", "H", "H", "H", "H", "H", "C", "S", "O", "C", "H", "H", "H", "H", "H", "H", "C", "S", "O", "C", "H", "H", "H", "H", "H", "H"], "coordinates": [[21.30, 26.43, 47.65], [21.01, 26.26, 46.23], [22.28, 26.14, 45.48], [20.24, 25.01, 46.06], [20.09, 27.39, 45.95], [19.89, 27.59, 44.51], [18.93, 28.62, 44.26], [21.60, 25.53, 48.08], [20.51, 26.36, 48.43], [22.15, 27.12, 47.64], [22.32, 26.06, 44.34], [22.90, 25.36, 45.65], [22.96, 27.11, 45.48], [20.92, 24.11, 45.96], [19.83, 24.96, 45.17], [19.38, 24.93, 46.59], [20.61, 28.30, 46.04], [19.09, 27.56, 46.54], [19.61, 26.80, 44.21], [20.79, 27.65, 44.07], [18.06, 28.12, 44.07], [16.80, 24.59, 43.16], [16.66, 25.70, 44.59], [16.93, 27.18, 44.09], [14.93, 25.52, 44.82], [16.74, 23.66, 43.44], [17.82, 24.62, 42.72], [16.08, 24.86, 42.44], [14.56, 25.80, 43.71], [14.49, 25.79, 45.72], [14.74, 24.37, 44.87], [23.81, 24.07, 39.99], [24.77, 25.43, 40.74], [24.02, 26.78, 40.60], [24.58, 24.84, 42.40], [22.92, 24.01, 40.51], [24.42, 23.19, 40.31], [23.39, 24.09, 38.89], [24.80, 23.85, 42.51], [23.67, 25.04, 42.78], [25.21, 25.26, 43.25], [22.56, 22.36, 49.10], [20.94, 22.97, 49.58], [20.02, 22.67, 48.34], [20.51, 21.57, 50.73], [22.72, 21.24, 49.01], [23.36, 22.51, 49.87], [22.89, 22.80, 48.08], [21.02, 21.31, 51.64], [20.66, 20.73, 50.07], [19.57, 21.79, 50.96], [26.50, 28.25, 48.78], [26.10, 26.57, 48.27], [24.63, 26.51, 48.63], [25.95, 26.97, 46.56], [25.68, 28.81, 48.61], [27.44, 28.77, 48.46], [26.44, 28.26, 49.83], [25.22, 26.28, 46.21], [26.99, 27.03, 46.24], [25.40, 27.92, 46.23], [23.58, 29.97, 42.33], [23.17, 30.69, 43.94], [23.14, 29.43, 44.93], [24.86, 31.42, 44.25], [24.03, 30.88, 41.82], [22.69, 29.68, 41.77], [24.28, 29.15, 42.56], [25.25, 32.12, 43.63], [25.61, 30.58, 44.32], [24.79, 31.92, 45.04], [19.82, 27.25, 40.71], [20.81, 25.74, 41.23], [20.50, 25.30, 42.61], [19.98, 24.54, 40.15], [18.92, 27.26, 40.91], [20.02, 27.26, 39.69], [20.25, 27.92, 41.43], [20.42, 24.78, 39.24], [18.83, 24.72, 40.14], [20.23, 23.62, 40.34], [15.13, 27.58, 47.84], [16.44, 26.78, 48.65], [17.20, 26.17, 47.48], [17.40, 28.23, 48.93], [14.42, 27.01, 47.64], [15.43, 28.00, 46.96], [14.75, 28.43, 48.44], [17.50, 28.78, 48.02], [18.26, 27.69, 49.39], [16.84, 28.89, 49.73], [22.99, 29.96, 49.70], [22.07, 30.38, 51.12], [21.62, 31.73, 50.73], [20.66, 29.29, 50.77], [23.26, 28.92, 49.71], [24.07, 30.10, 49.87], [22.74, 30.18, 48.60], [20.08, 29.51, 49.82], [19.94, 29.04, 51.61], [20.96, 28.42, 50.58], [22.69, 20.91, 42.19], [20.85, 20.89, 42.54], [20.65, 19.51, 43.22], [20.81, 22.05, 43.86], [22.88, 21.88, 42.29], [22.86, 20.69, 41.18], [23.43, 20.31, 42.72], [20.78, 23.13, 43.59], [21.67, 21.72, 44.47], [19.84, 21.94, 44.50], [18.71, 32.07, 42.57], [20.24, 33.03, 42.23], [21.24, 32.82, 43.32], [20.69, 31.84, 41.09], [18.74, 31.13, 42.79], [18.16, 32.00, 41.67], [18.03, 32.60, 43.01], [20.07, 31.71, 40.39], [20.77, 30.82, 41.57], [21.70, 32.30, 40.63]]}